(1)
Molecular formula: C26H66N5O12
Method: DFT, wB97M-V/def2-TZVPD

The geometry in XYZ format:
```
109
Properties=species:S:1:pos:R:3
N 0.75866 0.54710 0.30444
O 0.49829 -0.66489 0.53965
O 1.74194 0.87605 -0.39255
O 0.01494 1.44185 0.81638
C 0.57778 -3.76250 4.69986
C -0.41206 -3.81352 3.54145
O -0.33428 -2.61311 2.77272
H 1.60043 -3.70895 4.31060
H 0.50731 -4.54730 5.45181
H 0.46378 -2.78386 5.17291
H -1.43448 -3.91211 3.90960
H -0.22781 -4.65525 2.86270
H 0.53651 -2.69149 2.36078
C 1.31136 3.86608 -1.63649
O 2.02801 3.29576 -2.71073
C 1.84123 4.07318 -3.85749
C 2.10567 3.15489 -5.07146
N 3.44939 2.56566 -5.03926
C 3.51805 1.48287 -6.05648
C 4.94026 0.92387 -6.05564
O 5.32837 0.21044 -4.91128
C 5.92081 -1.04586 -5.16773
H 1.53590 3.43783 -0.65804
H 0.23760 3.63447 -1.67497
H 1.41473 4.95283 -1.53856
H 2.54550 4.92199 -3.86117
H 0.88496 4.59734 -3.97612
H 1.92133 3.63405 -6.04414
H 1.27797 2.44783 -4.97040
H 4.07151 3.28097 -5.40656
H 3.38701 1.90900 -7.06136
H 2.75039 0.74899 -5.82331
H 5.60252 1.79812 -6.13583
H 5.11914 0.41861 -7.01440
H 5.44085 -1.57669 -5.99972
H 5.71660 -1.68261 -4.31203
H 6.97687 -0.99995 -5.43862
C -4.44925 -2.75745 4.04265
O -3.63453 -2.46118 2.93874
C -3.79998 -3.44114 1.95169
C -2.86228 -3.24976 0.74173
N -2.62874 -1.81725 0.49216
C -3.68594 -1.25075 -0.34265
C -3.50089 0.22737 -0.58472
O -3.12684 0.93968 0.56016
C -3.11072 2.30904 0.43616
H -4.33570 -1.91065 4.72418
H -4.15575 -3.67690 4.56102
H -5.52725 -2.81518 3.84280
H -4.81703 -3.34334 1.54501
H -3.60766 -4.47522 2.27111
H -3.27254 -3.91212 -0.03731
H -1.84027 -3.60592 0.90001
H -1.72679 -1.66506 0.04679
H -4.61528 -1.40428 0.21801
H -3.87832 -1.65289 -1.35201
H -4.46200 0.60354 -0.97150
H -2.76443 0.35948 -1.38885
H -2.59887 2.67987 -0.46200
H -2.57744 2.82843 1.23812
H -4.11585 2.75925 0.52820
C -5.76818 0.66135 2.47519
O -4.60171 1.14051 3.09477
C -4.76417 2.09035 4.09188
C -3.48307 2.93563 4.25538
N -2.31675 2.10241 4.47584
C -1.09274 2.86768 4.49022
C 0.13706 2.01401 4.81572
O 0.30707 1.08104 3.78191
C 1.48027 0.34010 3.97272
H -6.50276 1.41851 2.17589
H -6.19079 -0.05140 3.19544
H -5.48681 0.12148 1.57515
H -4.99679 1.65423 5.07946
H -5.60104 2.77197 3.87790
H -3.71816 3.55499 5.14522
H -3.37151 3.67939 3.46612
H -2.51487 1.66830 5.37064
H -1.14711 3.64109 5.28067
H -0.87542 3.43232 3.58332
H -0.05059 1.58412 5.81062
H 1.04935 2.61545 4.88585
H 1.30332 -0.42493 4.74704
H 2.34454 0.96770 4.18979
H 1.61241 -0.35101 3.14256
C 0.07730 0.62521 -3.04236
O 1.34953 0.10022 -3.25740
C 1.27288 -0.97403 -4.15466
C 2.60925 -1.72650 -4.22342
N 3.35759 -1.64920 -2.95903
C 2.54229 -2.22375 -1.86297
C 3.28087 -2.29542 -0.52785
O 3.79864 -1.06108 -0.15204
C 4.16766 -1.08593 1.21059
H 0.02781 1.47139 -2.36309
H -0.59166 -0.16458 -2.66392
H -0.42014 0.98161 -3.96331
H 0.91954 -0.68580 -5.14894
H 0.55126 -1.69090 -3.73858
H 3.22453 -1.21069 -4.96564
H 2.46996 -2.75292 -4.58749
H 4.09146 -2.35734 -2.93402
H 2.19509 -3.24092 -2.13540
H 1.58557 -1.71814 -1.72616
H 3.98489 -3.14593 -0.55608
H 2.44916 -2.64036 0.10747
H 3.75127 -1.86092 1.86152
H 3.77926 -0.14133 1.60060
H 5.25176 -1.09728 1.37487
```

Calculated values
Molecular weight = 640.837 g/mol
DFT total energy = -60041.97779 eV
Charge = -1
Kohn-Sham gap = 7.058 eV
Maximum force = 2.387 eV Å⁻¹

(2)
Molecular formula: C26H67CdN4O10
Method: DFT, wB97M-V/def2-TZVPD

The geometry in XYZ format:
```
108
Properties=species:S:1:pos:R:3
Cd 1.08334 1.94158 4.24562
C 0.74658 -0.33436 0.93009
C -0.20961 0.80131 1.34052
O -0.00279 1.30218 2.59506
H 0.42001 -1.23785 1.44247
H 1.76242 -0.01232 1.18570
H 0.76195 -0.52192 -0.14501
H -1.23668 0.40996 1.20402
H -0.18675 1.57726 0.54447
O -0.69083 2.81481 5.11039
H -1.39228 2.21805 4.80816
H -1.06875 3.69792 5.03892
C 0.93285 4.68686 2.39664
O 1.75662 3.69387 2.99048
C 2.99132 3.43973 2.31521
C 3.83028 2.63064 3.29562
N 3.09145 1.36527 3.56746
C 3.75578 0.43186 4.51676
C 5.11819 -0.02410 4.08085
O 4.98399 -0.64956 2.84634
C 6.18916 -1.28293 2.40813
H 0.27087 5.08732 3.15899
H 0.37926 4.23286 1.57075
H 1.52969 5.50692 1.99337
H 3.48897 4.37271 2.05594
H 2.77157 2.84302 1.42223
H 3.94238 3.21935 4.20880
H 4.82887 2.44213 2.89995
H 3.00766 0.93455 2.64657
H 3.06943 -0.40473 4.66601
H 3.82002 0.94977 5.47807
H 5.53222 -0.70077 4.84087
H 5.78301 0.85209 4.00397
H 6.49572 -2.03244 3.13804
H 6.99110 -0.54688 2.28487
H 5.95559 -1.68688 1.43177
C 0.65191 -4.17923 2.23366
O -0.67372 -4.50730 2.58641
C -1.47268 -3.37775 2.78022
C -2.87767 -3.83504 3.12193
N -3.52932 -4.39458 1.95468
C -4.91954 -4.78266 2.23512
C -5.84975 -3.58000 2.35501
O -7.20210 -3.94400 2.22488
C -7.70155 -4.68700 3.32197
H 0.98433 -3.35990 2.88137
H 0.71964 -3.85469 1.18597
H 1.26184 -5.07571 2.30827
H -1.57745 -2.73031 1.89536
H -1.06791 -2.76249 3.59966
H -3.46037 -3.01585 3.54621
H -2.81031 -4.58615 3.93041
H -3.04400 -5.25803 1.73626
H -5.02048 -5.43846 3.11222
H -5.29691 -5.31592 1.35955
H -5.60726 -2.88358 1.54939
H -5.74221 -3.00807 3.28978
H -8.78148 -4.57998 3.29920
H -7.28566 -4.31681 4.26820
H -7.42489 -5.74471 3.25428
C 3.66678 -2.56038 -0.45710
O 3.73414 -2.63719 -1.84308
C 2.84549 -1.80531 -2.55470
C 3.04828 -2.09178 -4.02490
N 2.11594 -1.32868 -4.84643
C 0.76729 -1.82122 -4.96280
C 0.14250 -1.25036 -6.22789
O 0.96130 -1.42017 -7.36525
C 1.11063 -2.76231 -7.76772
H 4.64246 -2.84343 -0.06697
H 2.90567 -3.19841 0.01617
H 3.42790 -1.53193 -0.13619
H 3.05643 -0.75241 -2.30106
H 1.80148 -1.96238 -2.23953
H 2.91111 -3.17736 -4.14269
H 4.04655 -1.78455 -4.32708
H 2.52154 -1.18868 -5.76106
H 0.15759 -1.51614 -4.10557
H 0.69463 -2.92344 -4.99230
H 0.01133 -0.17035 -6.14686
H -0.84438 -1.69125 -6.42236
H 0.15661 -3.21307 -8.05583
H 1.62413 -3.37200 -7.01343
H 1.77197 -2.76207 -8.63525
C -3.89112 2.14643 -3.77283
O -2.86721 2.66596 -4.58146
C -1.60271 2.09441 -4.29898
C -1.04653 2.47636 -2.95183
N -1.10272 3.91931 -2.82597
C -0.73822 4.37540 -1.49725
C -1.25829 5.76626 -1.27422
O -2.64294 5.74573 -1.59131
C -3.19641 7.04183 -1.63694
H -3.82720 2.49208 -2.73025
H -3.93946 1.05300 -3.78694
H -4.83611 2.55000 -4.13963
H -0.94900 2.45954 -5.09276
H -1.66069 1.00469 -4.43243
H 0.01288 2.20859 -3.01206
H -1.61077 1.96429 -2.16004
H -2.02959 4.26671 -3.04639
H 0.35189 4.31517 -1.40292
H -1.16036 3.68744 -0.73982
H -0.78805 6.45159 -1.99023
H -1.16264 6.12210 -0.24329
H -2.79718 7.68041 -0.84264
H -4.27527 6.94960 -1.51222
H -3.03473 7.52886 -2.60584
```

Calculated values
Molecular weight = 708.252 g/mol
DFT total energy = -59036.09076 eV
Charge = +1
Kohn-Sham gap = 6.177 eV
Energy relative to the best compared isomer or geometry (same formula, charge and spin) = 0.0 kcal/mol
Maximum force = 1.715 eV Å⁻¹

Number 2 is which compound?
C26H67CdN4O10